Record 1
Molecular formula: C5H6N2O
Method: DFT, ωB97M-V with the def2-TZVPD basis set

As for the energy above the lowest of the compared OMol25 structures with the same formula, charge and spin: 2.962 eV. As for the SMILES: Cc1cc(=O)cn[nH]1. The total energy is -10306.641 eV. The value obtained for the gap between HOMO and LUMO is 9.16 eV. As for the lowest unoccupied orbital energy: 0.4 eV. The calculation puts the highest occupied orbital energy at -8.772 eV. The charge is 0.

Structure (XYZ):
```
14
Properties=species:S:1:pos:R:3:forces:R:3
C 1.972 -0.483 -0.078 3.61 -4.22 1.77
C 0.497 -0.283 0.173 0.25 3.15 -2.10
C -0.602 -1.096 0.228 3.29 1.29 -0.28
C -1.832 -0.358 0.135 -4.02 -2.11 -0.98
O -2.872 -1.013 -0.165 1.42 1.39 0.75
C -1.972 1.143 0.163 3.98 -0.24 -1.49
N -0.808 1.861 -0.040 -3.25 -2.27 0.89
N 0.324 1.122 0.013 0.90 0.91 0.43
H 2.644 0.128 -0.797 -1.97 -0.37 1.19
H 2.273 -1.649 -0.476 -1.19 3.14 1.36
H 2.498 -0.420 1.047 -1.09 -0.16 -3.01
H -0.307 -2.138 -0.016 -1.43 0.51 0.56
H -3.024 1.468 -0.090 1.62 0.29 0.63
H 1.209 1.718 -0.097 -2.11 -1.33 0.28
```
Positions in Å, forces in eV/Å.

Record 2
Molecular formula: C5H6N2O
Method: DFT, ωB97M-V with the def2-TZVPD basis set

As for the energy above the lowest of the compared OMol25 structures with the same formula, charge and spin: 4.359 eV. The total energy is -10305.245 eV. The value obtained for the gap between HOMO and LUMO (alpha / beta) is 6.88 / 8.69 eV. As for the lowest unoccupied orbital energy (alpha / beta): -0.3 / -0.4 eV. The calculation puts the highest occupied orbital energy (alpha / beta) at -7.195 / -9.063 eV. The charge is 0.

Structure (XYZ):
```
14
Properties=species:S:1:pos:R:3:forces:R:3
C 1.753 0.960 0.134 0.19 -0.12 -0.01
C 0.375 1.057 0.295 -0.39 -0.29 0.04
C 2.056 -0.376 -0.029 0.46 0.20 -0.05
C -0.151 -0.240 0.222 -0.14 0.41 0.26
C -1.462 -0.706 0.350 -1.48 0.66 -1.53
N 0.913 -1.088 0.009 -0.20 -0.31 0.04
N -2.965 0.239 -0.813 0.46 -1.12 0.68
O -2.525 0.138 0.582 0.51 0.39 0.04
H 2.449 1.773 0.144 0.22 0.13 -0.02
H -0.203 1.949 0.426 -0.17 0.15 0.11
H 3.006 -0.857 -0.154 0.15 -0.08 -0.07
H -1.717 -1.740 0.142 -0.01 -0.07 0.13
H 0.848 -2.087 -0.090 -0.03 0.10 0.03
H -2.377 0.979 -1.217 0.42 -0.05 0.36
```
Positions in Å, forces in eV/Å.

Record 3
Molecular formula: C5H6N2O
Method: DFT, ωB97M-V with the def2-TZVPD basis set

As for the energy above the lowest of the compared OMol25 structures with the same formula, charge and spin: 3.794 eV. As for the SMILES: NC1=CN=C/C1=C/O. The total energy is -10305.810 eV. The value obtained for the gap between HOMO and LUMO is 7.15 eV. As for the lowest unoccupied orbital energy: -0.7 eV. The calculation puts the highest occupied orbital energy at -7.834 eV. The charge is 0.

Structure (XYZ):
```
14
Properties=species:S:1:pos:R:3:forces:R:3
N 0.622 1.898 0.078 -2.02 1.94 0.62
C -0.332 0.795 -0.292 -3.27 1.97 2.79
C -1.793 0.653 0.063 0.18 2.54 -0.39
N -2.268 -0.633 0.188 4.67 -0.60 -1.36
C -1.084 -1.331 -0.047 -1.73 -0.82 -0.15
C 0.088 -0.539 -0.290 3.54 -3.22 1.83
C 1.471 -1.098 0.056 -1.60 0.10 0.24
O 2.528 -0.302 0.114 -1.34 -0.79 -0.62
H 0.593 2.561 -0.682 0.53 -0.11 -0.91
H 0.255 2.679 0.807 0.62 -3.19 -1.32
H -2.660 1.480 0.214 2.69 -1.61 -0.37
H -1.029 -2.408 -0.239 -0.48 0.30 0.52
H 1.916 -2.114 0.436 -2.23 1.38 -1.02
H 2.122 0.485 -0.247 0.46 2.12 0.13
```
Positions in Å, forces in eV/Å.

Record 4
Molecular formula: C5H6N2O
Method: DFT, ωB97M-V with the def2-TZVPD basis set

As for the energy above the lowest of the compared OMol25 structures with the same formula, charge and spin: 3.700 eV. As for the SMILES: C[C@H]1[C@@H](C#N)N1C=O. The total energy is -10305.903 eV. The value obtained for the gap between HOMO and LUMO is 10.91 eV. As for the lowest unoccupied orbital energy: 0.4 eV. The calculation puts the highest occupied orbital energy at -10.465 eV. The charge is 0.

Structure (XYZ):
```
14
Properties=species:S:1:pos:R:3:forces:R:3
C -0.137 1.280 -0.830 -0.02 1.76 -4.08
C 0.109 0.794 0.563 0.96 0.43 -0.76
C -0.673 -0.385 0.890 -1.36 -0.36 3.17
C -1.545 -0.991 -0.044 -3.37 -3.62 -3.68
N -2.280 -1.611 -0.750 2.92 2.66 2.82
N 0.779 -0.499 0.835 0.06 2.90 0.70
C 1.772 -1.209 0.143 -2.80 -3.10 -0.49
O 2.549 -0.916 -0.716 0.12 1.19 0.86
H 0.695 1.971 -1.472 -1.98 -2.07 2.35
H -0.563 0.473 -1.743 1.24 2.22 3.22
H -0.948 2.008 -0.516 0.41 -0.56 -1.49
H -0.019 1.618 1.343 1.14 -1.31 -0.90
H -1.275 -0.230 1.903 1.81 -1.10 -1.65
H 1.536 -2.306 0.393 0.86 0.96 -0.06
```
Positions in Å, forces in eV/Å.

Record 5
Molecular formula: C5H6N2O
Method: DFT, ωB97M-V with the def2-TZVPD basis set

As for the energy above the lowest of the compared OMol25 structures with the same formula, charge and spin: 1.124 eV. As for the SMILES: C/N=C1\C=CC(=O)N1. The total energy is -10308.480 eV. The value obtained for the gap between HOMO and LUMO is 9.14 eV. As for the lowest unoccupied orbital energy: -0.2 eV. The calculation puts the highest occupied orbital energy at -9.381 eV. The charge is 0.

Structure (XYZ):
```
14
Properties=species:S:1:pos:R:3:forces:R:3
C -0.598 2.329 -0.064 -2.35 0.61 -0.01
N 0.337 1.416 0.427 2.74 0.65 -0.02
C 0.368 0.220 0.068 0.14 -0.35 0.66
C -0.657 -0.656 -0.564 -2.16 -0.19 -1.44
C -0.389 -1.968 -0.357 0.95 1.62 -1.65
C 0.927 -1.921 0.346 -0.81 -0.24 0.14
O 1.403 -2.869 0.870 1.56 -1.96 0.93
N 1.420 -0.634 0.428 1.17 -0.01 2.07
H -0.271 3.366 -0.465 0.11 -2.09 0.48
H -1.202 1.724 -0.784 -0.26 1.55 0.04
H -1.209 2.565 0.835 -0.17 0.19 -0.76
H -1.540 -0.200 -1.126 1.38 -0.93 0.91
H -0.718 -2.915 -0.864 -0.14 1.28 1.04
H 2.131 -0.456 1.250 -2.15 -0.14 -2.39
```
Positions in Å, forces in eV/Å.

Record 6
Molecular formula: C5H6N2O
Method: DFT, ωB97M-V with the def2-TZVPD basis set

As for the energy above the lowest of the compared OMol25 structures with the same formula, charge and spin: 4.380 eV. As for the SMILES: O=C1C[C@H]2N=CN[C@H]12. The total energy is -10305.223 eV. The value obtained for the gap between HOMO and LUMO is 9.51 eV. As for the lowest unoccupied orbital energy: 0.6 eV. The calculation puts the highest occupied orbital energy at -8.893 eV. The charge is 0.

Structure (XYZ):
```
14
Properties=species:S:1:pos:R:3:forces:R:3
O -0.075 2.239 1.458 -1.13 -3.49 -1.23
C -0.303 1.139 0.934 1.42 3.53 2.71
C -1.484 -0.015 0.930 -0.37 2.66 2.27
C -0.462 -0.775 0.199 3.20 -3.17 1.55
N -0.347 -1.631 -0.933 0.64 0.27 -1.21
C 0.798 -1.229 -1.451 -2.14 -7.47 -3.09
N 1.428 -0.169 -1.036 1.98 3.43 2.23
C 0.421 0.351 -0.157 -3.08 2.70 0.25
H -1.859 -0.261 2.023 0.91 0.15 -2.50
H -2.281 0.392 0.321 -0.38 -0.12 -0.03
H 0.152 -1.368 1.034 -1.11 0.96 -1.07
H 1.149 -2.077 -2.172 0.24 2.42 0.89
H 2.421 0.122 -1.060 -1.33 -0.65 -0.28
H -0.364 1.055 -0.756 1.15 -1.22 -0.49
```
Positions in Å, forces in eV/Å.

Record 7
Molecular formula: C5H6N2O
Method: DFT, ωB97M-V with the def2-TZVPD basis set

As for the energy above the lowest of the compared OMol25 structures with the same formula, charge and spin: 3.183 eV. As for the SMILES: c1nocc1N1CC1. The total energy is -10306.420 eV. The value obtained for the gap between HOMO and LUMO is 10.40 eV. As for the lowest unoccupied orbital energy: 0.9 eV. The calculation puts the highest occupied orbital energy at -9.463 eV. The charge is 0.

Structure (XYZ):
```
14
Properties=species:S:1:pos:R:3:forces:R:3
C 0.933 -1.304 0.509 1.87 -0.66 -2.07
N 0.142 -2.117 1.135 1.14 0.44 0.33
O -1.008 -1.446 1.221 -2.35 0.74 0.50
C -0.917 -0.275 0.578 -0.63 -0.03 -0.57
C 0.286 -0.146 -0.030 -1.56 -0.72 2.10
N 0.661 0.865 -0.877 1.28 1.35 -1.40
C 0.419 2.272 -0.579 0.52 0.43 -0.67
C -0.290 1.621 -1.727 0.03 -0.71 1.27
H 1.921 -1.671 0.260 0.04 0.19 0.14
H -1.788 0.364 0.503 -0.07 -0.38 0.31
H -0.161 2.506 0.307 -0.13 -0.09 -0.01
H 1.241 2.998 -0.777 -0.56 -0.81 0.17
H -0.005 1.712 -2.753 0.46 0.31 -0.37
H -1.349 1.419 -1.622 -0.04 -0.06 0.26
```
Positions in Å, forces in eV/Å.

Record 8
Molecular formula: C5H6N2O
Method: DFT, ωB97M-V with the def2-TZVPD basis set

As for the energy above the lowest of the compared OMol25 structures with the same formula, charge and spin: 4.727 eV. As for the SMILES: C#C/C=C/N(N)C=O. The total energy is -10304.877 eV. The value obtained for the gap between HOMO and LUMO is 8.95 eV. As for the lowest unoccupied orbital energy: 0.2 eV. The calculation puts the highest occupied orbital energy at -8.759 eV. The charge is 0.

Structure (XYZ):
```
14
Properties=species:S:1:pos:R:3:forces:R:3
C -3.655 -0.100 0.030 0.99 -1.81 2.64
C -2.448 -0.483 -0.024 -3.39 1.70 -0.39
C -1.028 -0.744 -0.196 0.15 -2.37 -0.91
C -0.111 0.224 -0.165 -0.36 1.04 0.15
N 1.302 0.159 -0.133 -1.70 1.28 0.08
N 1.826 1.452 0.092 1.28 0.44 1.78
C 2.072 -0.956 -0.021 -4.74 -4.80 0.80
O 1.617 -2.144 0.155 1.24 4.43 -0.73
H -4.738 -0.066 0.679 3.72 0.06 -2.59
H -0.648 -1.821 -0.466 -1.00 2.11 1.09
H -0.373 1.311 -0.185 -0.32 -1.30 0.38
H 1.551 1.859 1.048 0.40 -1.20 -1.97
H 1.581 2.125 -0.626 -0.09 -0.46 -0.10
H 3.051 -0.816 -0.189 3.82 0.88 -0.22
```
Positions in Å, forces in eV/Å.

Record 9
Molecular formula: C5H6N2O2
Method: DFT, ωB97M-V with the def2-TZVPD basis set

As for the energy above the lowest of the compared OMol25 structures with the same formula, charge and spin: 3.590 eV. As for the SMILES: Nn1ccc2c1OCO2. The total energy is -12354.031 eV. The value obtained for the gap between HOMO and LUMO is 7.94 eV. As for the lowest unoccupied orbital energy: 0.7 eV. The calculation puts the highest occupied orbital energy at -7.201 eV. The charge is 0.

Structure (XYZ):
```
15
Properties=species:S:1:pos:R:3:forces:R:3
N 2.097 -1.269 0.099 -0.14 -1.38 -0.85
N 1.222 -0.176 -0.070 -0.07 -0.46 0.15
C 1.526 1.185 0.034 -0.59 -0.03 -0.43
C 0.293 1.907 0.050 2.21 1.09 -0.52
C -0.700 0.930 -0.006 0.54 -0.80 -0.13
C -0.122 -0.287 -0.070 0.31 0.53 -0.15
O -0.977 -1.340 -0.019 -0.49 0.24 -0.39
C -2.264 -0.629 0.000 -0.52 -0.70 -0.64
O -2.050 0.750 0.075 -0.93 1.15 0.05
H 2.114 -1.905 -0.780 -0.30 1.62 1.88
H 1.719 -1.836 0.888 0.52 0.52 -0.90
H 2.579 1.462 -0.114 -0.86 0.10 0.27
H 0.275 3.021 -0.098 -0.26 -1.49 0.49
H -2.948 -0.841 -0.860 1.09 -0.14 0.12
H -2.762 -0.974 0.870 -0.51 -0.25 1.05
```
Positions in Å, forces in eV/Å.